{
  "formula": "C2H3N3O",
  "method": "ωB97M-V/def2-TZVPD",
  "e_tot_ha": -317.47554,
  "e_homo_ha": -0.3274,
  "largest_force_ev_per_a": 1.4,
  "spin_multiplicity": 1,
  "de_lowest_kj_mol": 149.08,
  "elements": ["N", "C", "C", "N", "N", "O", "H", "H", "H"],
  "positions_angstrom": [[-1.54797, -0.10286, -0.12629], [-0.30992, -0.65966, 0.02328], [0.79363, 0.24136, -0.45368], [1.71448, 0.58675, 0.38885], [2.48277, 0.93559, 1.14915], [-0.13089, -1.77400, 0.47219], [-2.32914, -0.61323, 0.25968], [-1.63563, 0.89631, -0.22097], [0.96266, 0.48975, -1.49222]]
}